A molecular structure, C25H16F5N3NaO6. Source: OMol25; level of theory: wB97M-V/def2-TZVPD.

XYZ file:
```
56
Properties=species:S:1:pos:R:3:forces:R:3:nbo_charge:R:1
Na -1.5417 -0.1377 -0.1822 0.646 -0.206 0.342 0.899
O -0.5785 4.1856 -0.0662 -0.107 -0.054 0.016 -0.694
C -0.9260 2.9805 0.4408 0.147 -0.034 0.032 0.787
O -0.1207 2.1508 0.7533 -0.144 0.118 0.018 -0.573
C -2.4238 2.8519 0.5848 0.054 -0.003 -0.031 -0.164
O -2.7220 1.5153 0.8244 -0.156 0.053 0.008 -0.552
C -4.1208 1.2220 0.8396 0.006 -0.015 0.025 -0.188
C -4.3925 -0.2953 0.6264 -0.174 -0.013 0.002 0.752
O -5.5020 -0.6669 1.0331 0.112 0.082 -0.028 -0.736
O -3.4978 -0.9432 0.0306 -0.440 -0.059 0.142 -0.813
H 0.3812 4.1523 -0.1849 0.074 -0.007 -0.002 0.498
H -2.9011 3.2230 -0.3296 0.005 -0.008 -0.017 0.200
H -2.7363 3.5054 1.4129 -0.025 0.012 0.001 0.188
H -4.6141 1.7618 0.0215 -0.018 -0.017 0.007 0.173
H -4.5575 1.5514 1.7863 -0.015 -0.026 0.010 0.176
C -0.4141 -3.6093 -2.6672 -0.001 -0.036 -0.005 -0.254
C 0.9658 -3.7222 -2.6509 -0.016 -0.028 0.031 -0.172
C 1.6887 -3.0508 -1.6779 -0.022 0.017 0.006 -0.258
C 0.9977 -2.2768 -0.7506 -0.004 0.027 -0.005 0.245
N -0.3287 -2.1736 -0.7688 -0.165 -0.094 -0.131 -0.447
C -1.0188 -2.8159 -1.7015 0.029 -0.122 0.022 0.056
C 1.6773 -1.5084 0.3386 0.015 0.067 0.030 0.140
C 3.0640 -1.4511 0.4620 0.012 -0.006 -0.007 -0.189
C 3.6049 -0.7439 1.5197 0.010 0.011 -0.013 -0.183
C 2.7618 -0.1125 2.4178 -0.041 0.016 0.000 -0.243
C 1.3893 -0.1965 2.2033 -0.034 -0.047 -0.064 0.191
N 0.8714 -0.8768 1.1865 0.029 0.034 0.026 -0.382
C 0.4048 0.4809 3.0998 0.000 0.011 -0.033 0.192
C 0.7238 1.6715 3.7491 -0.015 -0.022 0.010 -0.238
C -0.2506 2.2998 4.5045 0.008 -0.019 -0.017 -0.181
C -1.5076 1.7211 4.5885 -0.003 -0.002 -0.001 -0.272
C -1.7235 0.5243 3.9192 -0.019 -0.006 0.009 0.052
N -0.7939 -0.0891 3.1982 0.019 0.013 -0.012 -0.385
H -1.0142 -4.1146 -3.4118 0.020 0.029 -0.012 0.218
H 1.4795 -4.3239 -3.3906 -0.003 0.022 -0.011 0.213
H 2.7668 -3.1221 -1.6590 -0.007 -0.004 -0.002 0.211
H -2.0973 -2.6887 -1.6610 0.048 0.029 -0.025 0.224
H 3.7108 -1.9354 -0.2553 -0.002 0.009 0.007 0.206
H 4.6792 -0.6859 1.6423 -0.002 -0.001 0.003 0.209
H 3.1569 0.4273 3.2679 0.007 -0.009 -0.006 0.210
H 1.7019 2.1154 3.6232 -0.013 0.020 -0.004 0.213
H -0.0376 3.2366 5.0051 0.000 -0.005 -0.003 0.207
H -2.3069 2.1806 5.1551 0.010 0.004 -0.003 0.213
H -2.6923 0.0352 3.9587 0.022 0.016 -0.012 0.202
F 3.7163 -1.1325 -4.8356 0.054 -0.032 -0.037 -0.318
C 2.6600 -0.6612 -4.1369 -0.044 0.022 0.041 0.184
C 2.8438 0.1207 -3.0105 -0.039 -0.046 -0.022 0.254
F 4.0972 0.4018 -2.6046 0.085 0.042 0.020 -0.318
C 1.7656 0.5970 -2.2970 -0.093 0.009 -0.087 0.245
F 2.0144 1.3594 -1.2131 0.019 0.018 0.092 -0.328
C 0.4097 0.3117 -2.6296 0.079 -0.050 0.090 0.275
O -0.5737 0.6757 -1.9175 0.116 0.290 -0.402 -0.801
C 0.2846 -0.4669 -3.8141 0.108 0.008 0.090 0.217
F -0.9486 -0.8084 -4.2309 -0.112 0.002 -0.059 -0.316
C 1.3630 -0.9408 -4.5301 0.004 0.070 0.062 0.269
F 1.1621 -1.7085 -5.6157 -0.024 -0.078 -0.089 -0.315
```
Forces are in eV/Å.

The charge is -1. The calculated total energy comes out at -2239.79139 Eh. The energy above the lowest of the compared OMol25 structures with the same formula, charge and spin comes out at 2.1 kcal per mole. The spin multiplicity is 1. The HOMO-LUMO gap comes out at 6.7333 eV.

***

A molecular structure, C25H17BeN5S2 in a non-equilibrium geometry. Source: OMol25; level of theory: wB97M-V/def2-TZVPD.

XYZ file:
```
50
Properties=species:S:1:pos:R:3:forces:R:3:nbo_charge:R:1
Be -0.7710 0.4604 0.3540 0.661 -0.533 0.507 1.571
C -0.3171 -2.6211 -0.7617 -0.145 1.652 0.194 -0.691
C -1.6964 -2.0256 -0.6846 0.398 -0.670 -0.576 0.314
C -2.7015 -2.8257 -1.2289 -1.607 0.751 0.252 -0.232
C -4.0258 -2.4108 -1.0760 0.033 0.193 0.207 -0.117
C -4.2755 -1.1981 -0.3956 0.352 -1.305 0.512 -0.233
C -3.2330 -0.4776 0.1299 0.530 -0.181 -0.736 0.168
N -1.9454 -0.8335 -0.1243 0.208 -0.387 -0.087 -0.620
C -3.3305 0.8666 0.7288 0.364 0.713 0.207 0.212
C -4.4841 1.6116 0.8972 -0.454 -0.345 -0.226 -0.228
C -4.4259 2.9999 0.9959 2.190 -0.172 0.270 -0.121
C -3.1383 3.5831 0.8417 -0.299 -0.466 -0.145 -0.239
C -1.9991 2.7600 0.6210 -3.014 -0.513 2.126 0.299
N -2.1134 1.4411 0.8271 -1.198 -0.369 -1.167 -0.634
C -0.6996 3.0571 0.1827 3.757 0.853 -1.470 0.103
C -0.0691 4.2939 0.1045 0.564 -0.914 -0.314 -0.189
C 1.2615 4.3758 -0.3851 0.267 -0.364 -0.007 -0.141
C 1.8986 3.2340 -0.8385 0.167 -0.304 0.318 -0.192
C 1.1849 2.0121 -0.7627 1.133 -0.204 -0.643 0.324
C 1.8164 0.7797 -1.3644 -0.853 -0.425 0.613 -0.648
N -0.0283 1.9105 -0.2693 -0.848 1.464 -0.038 -0.644
H -0.3504 -3.6929 -0.6723 0.043 -0.317 0.278 0.248
H 0.2797 -2.1201 -0.0071 0.100 -0.399 0.144 0.274
H 0.1703 -2.3899 -1.6967 0.054 0.080 -0.566 0.243
H -2.4040 -3.7125 -1.7665 -0.185 -0.167 0.127 0.241
H -4.9172 -2.9892 -1.3846 0.894 0.257 -0.079 0.236
H -5.2777 -0.9637 -0.1366 -0.715 0.401 -0.040 0.224
H -5.4280 1.0851 0.8875 -0.113 0.136 -0.064 0.230
H -5.3216 3.5799 1.1815 0.207 0.091 -0.096 0.242
H -3.0005 4.6511 0.8970 -0.103 0.141 -0.280 0.235
H -0.5369 5.2007 0.4193 -0.403 0.276 0.285 0.227
H 1.8047 5.3261 -0.3623 -0.384 -0.310 -0.072 0.236
H 2.9622 3.1439 -1.1996 -1.367 0.547 0.470 0.259
H 2.8614 0.6454 -1.0347 -0.618 -0.111 0.218 0.280
H 1.8634 0.9601 -2.4328 -0.134 -0.171 -0.370 0.232
H 1.1395 -0.1082 -1.1382 1.269 0.920 -0.371 0.217
S 3.9233 1.1722 1.8944 -0.395 1.866 0.298 -0.347
C 3.5177 -0.3419 1.3537 -0.288 -1.141 -0.474 -0.191
C 4.6204 -1.1192 0.8818 -1.582 -2.268 -0.747 -0.189
C 4.4613 -2.4356 0.4093 -2.024 1.314 1.060 -0.148
C 5.5173 -3.1756 -0.1296 2.984 -1.263 -1.172 0.292
N 6.4518 -3.7377 -0.5462 -1.683 0.866 0.642 -0.318
C 3.1907 -3.0674 0.5699 0.382 0.321 0.522 -0.254
C 2.1403 -2.3599 1.1796 1.135 0.475 -0.270 -0.104
C 2.2023 -0.9615 1.3520 0.749 -1.251 -0.264 -0.236
S 0.6522 -0.1933 1.7034 -0.426 0.383 1.345 -0.560
C 2.9553 -4.3828 0.0689 -0.108 -0.143 -0.341 0.288
N 2.7144 -5.3695 -0.4825 0.021 0.137 0.369 -0.363
H 5.5792 -0.6905 0.8305 0.908 0.627 0.050 0.231
H 1.3215 -2.9466 1.5690 -0.423 0.232 -0.399 0.215
```
Forces are in eV/Å.

The charge is 0. The calculated total energy comes out at -2047.81969 Eh. The spin multiplicity is 1. The HOMO-LUMO gap comes out at 3.6730 eV.

***

A molecular structure, C25H17F3O3Tc in a non-equilibrium geometry. Source: OMol25; level of theory: wB97M-V/def2-TZVPD.

XYZ file:
```
49
Properties=species:S:1:pos:R:3:forces:R:3:nbo_charge:R:1
Tc 0.0425 -0.0966 -0.0030 2.497 -1.925 1.303 0.582
C -4.7781 1.3955 2.6231 -0.578 -0.504 -0.028 -0.244
C -3.4997 1.9160 2.4196 0.715 0.049 -0.145 -0.265
C -2.5153 1.1436 1.8453 -0.102 0.618 0.166 -0.162
C -2.7577 -0.1667 1.3874 -0.178 -0.362 -0.092 -0.127
C -1.7400 -0.9381 0.7211 -0.022 -0.249 -0.758 -0.117
C -2.1228 -2.2370 0.3492 0.715 0.486 0.196 -0.263
C -3.4026 -2.7409 0.5390 -0.611 -0.001 0.437 -0.211
C -4.3795 -1.9844 1.1476 0.050 -0.361 -0.145 -0.293
C -4.0738 -0.6872 1.5913 0.151 -0.056 -0.016 0.019
C -5.0513 0.1091 2.2271 -0.219 0.419 0.212 -0.231
H -5.5499 2.0029 3.0887 0.024 -0.052 -0.020 0.183
H -3.2798 2.9375 2.7036 0.068 0.012 0.064 0.197
H -1.5309 1.5673 1.7056 0.021 0.017 -0.038 0.247
H -1.3882 -2.8839 -0.1171 0.013 0.175 -0.114 0.212
H -3.6363 -3.7471 0.2064 -0.007 -0.041 -0.034 0.183
H -5.3812 -2.3742 1.2959 -0.043 -0.004 -0.016 0.177
H -6.0379 -0.3181 2.3895 0.009 0.021 -0.026 0.178
O 2.1837 1.0296 -1.1415 -0.098 0.305 -0.015 -0.676
C 1.8880 2.0164 -2.0439 -0.077 0.140 0.301 0.414
C 2.3574 1.9615 -3.3450 0.101 0.144 -0.312 -0.304
C 2.0875 2.9964 -4.2337 -0.034 -0.174 0.252 -0.208
C 1.3371 4.0841 -3.8110 0.112 0.100 -0.385 -0.269
C 0.8551 4.1312 -2.5170 0.116 -0.258 0.421 -0.161
C 1.1184 3.1063 -1.6107 0.013 -0.237 -0.299 -0.201
C 0.4580 3.1193 -0.2467 0.128 0.758 0.222 0.788
O 0.4382 4.1748 0.3968 0.083 -0.101 -0.326 -0.702
O -0.0808 2.0354 0.1125 -0.441 -0.436 0.268 -0.766
H 2.5509 0.2560 -1.5886 -0.221 -0.041 0.010 0.503
H 2.9096 1.0880 -3.6694 0.038 -0.017 -0.006 0.204
H 2.4502 2.9357 -5.2530 -0.003 0.009 0.005 0.193
H 1.1208 4.8930 -4.4987 -0.026 0.003 -0.025 0.190
H 0.2511 4.9652 -2.1850 0.005 -0.001 0.088 0.218
C 1.2472 -1.3496 0.7213 -3.684 2.259 -2.281 -0.304
C 2.2873 -2.1147 1.1921 1.351 -0.376 0.439 -0.157
C 3.0760 -1.6759 2.3050 -0.368 0.189 -0.326 -0.238
C 4.1644 -2.3793 2.7414 0.413 -0.302 0.111 -0.225
C 4.5457 -3.5764 2.1301 0.097 -0.034 0.042 -0.336
C 3.7837 -4.0451 1.0574 0.394 -0.256 0.256 -0.243
C 2.6903 -3.3567 0.6024 -0.529 0.409 -0.038 -0.195
H 2.7925 -0.7451 2.7786 -0.023 0.025 0.024 0.204
H 4.7508 -1.9981 3.5731 -0.028 0.005 0.016 0.183
H 5.4144 -4.1215 2.4802 -0.001 -0.034 -0.014 0.180
H 4.0784 -4.9707 0.5691 -0.058 0.005 -0.013 0.181
H 2.1143 -3.7252 -0.2371 -0.010 0.010 -0.040 0.195
F -0.8509 0.7659 -2.7516 -0.181 0.342 -0.108 -0.396
C -0.3837 -0.3793 -2.1494 0.202 -0.549 0.924 0.686
F 0.7370 -0.6890 -2.9257 0.284 -0.056 -0.168 -0.426
F -1.2898 -1.3301 -2.5723 -0.055 -0.076 0.029 -0.397
```
Forces are in eV/Å.

The charge is -2. The calculated total energy comes out at -1568.93118 Eh. The spin multiplicity is 2. The HOMO-LUMO gap (alpha / beta) comes out at 4.5081 / 5.1676 eV.

***

A molecular structure, C25H17N5O3Ti. Source: OMol25; level of theory: wB97M-V/def2-TZVPD.

XYZ file:
```
51
Properties=species:S:1:pos:R:3:forces:R:3:nbo_charge:R:1
Ti -0.0174 0.0922 -0.2846 -0.024 -0.136 0.394 1.629
O -6.0511 -2.3101 2.1942 -0.037 -0.035 0.023 -0.736
C -5.1894 -3.0406 1.6793 0.136 0.093 -0.082 0.739
O -5.1261 -4.2680 1.5034 -0.044 -0.019 0.029 -0.736
C -3.9494 -2.2664 1.1445 -0.154 -0.117 0.074 -0.082
C -2.9160 -2.9476 0.5139 0.070 -0.004 -0.017 -0.157
C -1.8263 -2.2425 0.0357 -0.067 -0.071 -0.088 0.115
N -1.7488 -0.8946 0.1978 0.355 0.227 -0.161 -0.603
C -2.7845 -0.2100 0.7524 -0.119 0.014 -0.052 0.184
C -3.8902 -0.8827 1.2421 0.039 0.084 0.010 -0.174
C -2.6115 1.2232 0.6591 -0.031 0.020 -0.023 0.158
C -3.5222 2.1632 1.1541 0.019 -0.012 0.010 -0.205
C -3.2824 3.5012 0.9704 -0.007 -0.017 0.001 -0.160
C -2.1225 3.9041 0.2906 -0.017 0.050 0.011 -0.275
C -1.2634 2.9430 -0.1649 0.020 -0.088 -0.010 0.059
N -1.4822 1.6177 -0.0008 -0.088 0.036 0.072 -0.573
C -0.7292 -2.7676 -0.7484 -0.024 -0.016 -0.031 0.177
C -0.5580 -4.1200 -1.0631 0.014 0.011 0.015 -0.204
C 0.4957 -4.5034 -1.8536 -0.021 0.001 0.011 -0.160
C 1.3868 -3.5299 -2.3304 0.031 -0.041 -0.024 -0.275
C 1.1752 -2.2238 -1.9858 -0.053 0.057 0.043 0.060
N 0.1397 -1.8219 -1.2130 -0.002 -0.118 0.010 -0.572
H -3.0335 -4.0189 0.4099 0.022 -0.002 -0.009 0.257
H -4.7449 -0.3908 1.6891 0.012 0.020 -0.001 0.256
H -4.4048 1.8183 1.6733 -0.001 0.009 0.002 0.238
H -3.9822 4.2359 1.3452 0.007 0.007 -0.003 0.225
H -1.9014 4.9488 0.1266 0.005 -0.005 -0.005 0.226
H -0.3518 3.2036 -0.6890 0.000 0.025 0.003 0.198
H -1.2621 -4.8440 -0.6790 0.004 -0.003 -0.001 0.239
H 0.6348 -5.5458 -2.1063 0.009 0.003 -0.004 0.225
H 2.2269 -3.7952 -2.9557 -0.001 0.008 0.000 0.226
H 1.8382 -1.4363 -2.3232 0.019 -0.015 -0.011 0.198
O 1.2648 0.2164 1.0781 -0.095 -0.070 0.072 -0.769
C 2.4686 0.6903 1.3436 -0.003 0.052 -0.157 0.366
C 3.0295 0.5078 2.6113 0.055 -0.009 0.099 -0.250
C 4.2846 0.9967 2.9021 -0.042 -0.011 -0.024 -0.168
C 5.0179 1.6829 1.9350 0.011 0.006 -0.007 -0.250
C 4.4744 1.8679 0.6834 0.045 0.020 0.011 -0.169
C 3.2012 1.3821 0.3600 0.001 -0.033 0.092 -0.160
C 2.6429 1.5880 -0.9698 -0.213 0.024 -0.349 0.395
N 1.4551 1.1982 -1.4507 0.207 0.046 0.114 -0.586
C 1.3839 1.6267 -2.7617 -0.003 0.013 0.004 -0.089
C 2.5238 2.2804 -3.0858 0.004 -0.027 0.036 -0.071
N 3.3025 2.2461 -1.9537 0.021 0.026 -0.019 -0.502
H 2.4524 -0.0260 3.3542 -0.037 -0.006 -0.033 0.232
H 4.7013 0.8451 3.8892 -0.001 -0.001 0.000 0.221
H 6.0025 2.0668 2.1623 -0.003 0.001 -0.007 0.220
H 5.0651 2.4046 -0.0497 -0.017 -0.004 -0.012 0.189
H 0.5176 1.4331 -3.3712 0.003 0.006 -0.010 0.231
H 2.8473 2.7547 -3.9943 -0.001 -0.002 0.000 0.234
H 4.2188 2.6470 -1.8661 -0.002 0.000 0.002 0.428
```
Forces are in eV/Å.

The charge is 0. The calculated total energy comes out at -2311.99246 Eh. The energy above the lowest of the compared OMol25 structures with the same formula, charge and spin comes out at 0.0 kcal per mole. The spin multiplicity is 3. The HOMO-LUMO gap (alpha / beta) comes out at 4.9216 / 6.5402 eV.

***

A molecular structure, C25H18AsBrCl2O2Y. Source: OMol25; level of theory: wB97M-V/def2-TZVPD.

XYZ file:
```
50
Properties=species:S:1:pos:R:3:forces:R:3:nbo_charge:R:1
Y -0.9553 -2.8553 1.1659 -0.212 -0.121 -0.435 2.035
Cl 4.2042 1.0139 4.9959 0.021 0.015 0.012 0.053
C 2.8270 0.2485 4.2943 -0.110 0.032 0.010 -0.082
C 1.5454 0.7325 4.5981 0.094 -0.013 0.002 -0.146
C 0.4284 0.1557 4.0454 -0.109 -0.065 -0.068 -0.129
Cl -1.1416 0.7718 4.4073 0.055 -0.007 0.000 0.055
C 0.5338 -0.9381 3.1647 -0.009 0.042 -0.027 0.473
O -0.5354 -1.4821 2.6396 0.059 0.222 0.296 -0.892
C 1.8361 -1.4080 2.8600 -0.012 -0.029 -0.044 -0.295
C 2.0672 -2.4601 1.9277 0.104 0.023 0.000 0.487
O 1.2085 -3.0921 1.2686 0.216 0.013 0.150 -0.748
C 2.9741 -0.8067 3.4394 0.001 0.010 0.002 -0.129
H 1.4297 1.5705 5.2725 0.030 0.005 0.003 0.258
H 3.1134 -2.7402 1.7667 -0.011 -0.014 -0.006 0.180
H 3.9628 -1.1740 3.1963 -0.006 -0.024 -0.019 0.241
Br -2.3020 -5.0241 1.5413 -0.119 -0.117 0.030 -0.556
C -3.9202 2.7952 0.1195 -0.005 0.003 0.002 -0.183
C -3.5197 2.6085 -1.1958 0.002 -0.006 0.002 -0.207
C -2.6608 1.5688 -1.5230 0.010 -0.050 -0.011 -0.152
C -2.2080 0.7129 -0.5260 0.013 0.006 -0.017 -0.355
C -2.6188 0.8928 0.7927 0.018 -0.035 0.010 -0.239
C -3.4704 1.9384 1.1149 -0.012 0.012 -0.004 -0.186
As -0.9728 -0.7169 -0.9213 0.013 0.130 0.117 0.770
C 0.7470 0.0269 -0.3948 0.003 -0.022 0.018 -0.256
C 1.9077 -0.6074 -0.8356 -0.014 0.021 0.002 -0.253
C 3.1506 -0.1422 -0.4310 0.001 0.001 -0.003 -0.215
C 3.2392 0.9505 0.4240 0.006 -0.015 -0.004 -0.197
C 2.0852 1.5752 0.8715 -0.021 0.016 0.004 -0.192
C 0.8374 1.1160 0.4654 -0.007 0.007 0.002 -0.254
C -0.8632 -0.7897 -2.8364 -0.019 -0.044 0.003 -0.251
C -0.0734 0.1201 -3.5342 -0.017 -0.038 0.007 -0.250
C -0.0480 0.0777 -4.9198 0.015 0.020 0.014 -0.186
C -0.8070 -0.8638 -5.6021 0.007 0.010 -0.020 -0.180
C -1.5943 -1.7679 -4.9051 -0.024 -0.023 0.022 -0.195
C -1.6232 -1.7346 -3.5181 0.026 0.023 -0.002 -0.236
H -4.5873 3.6092 0.3694 -0.005 -0.003 0.002 0.230
H -3.8755 3.2735 -1.9711 -0.001 0.003 -0.001 0.230
H -2.3509 1.4229 -2.5502 -0.013 0.027 -0.001 0.219
H -2.2593 0.2400 1.5832 -0.014 0.012 0.000 0.218
H -3.7832 2.0823 2.1405 0.002 -0.004 0.003 0.228
H 1.8455 -1.4510 -1.5156 0.017 -0.003 0.005 0.224
H 4.0498 -0.6232 -0.7944 0.001 0.001 -0.003 0.230
H 4.2089 1.3181 0.7338 -0.001 0.001 0.001 0.232
H 2.1509 2.4318 1.5301 0.006 -0.001 0.002 0.230
H -0.0584 1.6211 0.8085 0.026 -0.011 -0.006 0.236
H 0.5187 0.8540 -3.0010 0.000 0.004 -0.015 0.227
H 0.5646 0.7823 -5.4661 -0.002 -0.002 -0.009 0.229
H -0.7828 -0.8924 -6.6832 -0.002 -0.003 -0.002 0.231
H -2.1845 -2.5008 -5.4383 0.000 -0.001 -0.003 0.232
H -2.2402 -2.4405 -2.9739 -0.003 -0.008 -0.018 0.219
```
Forces are in eV/Å.

The charge is +1. The calculated total energy comes out at -6882.39389 Eh. The energy above the lowest of the compared OMol25 structures with the same formula, charge and spin comes out at 0.6 kcal per mole. The spin multiplicity is 1. The HOMO-LUMO gap comes out at 7.4335 eV.